Entry 1:
Density functional theory data (the ωB97M-V functional and the def2-TZVPD basis) for C33H40N4P2W as an isolated structure at a distorted geometry.

Computed properties:
Charge: +2
Energy above the lowest of the compared OMol25 structures with the same formula, charge and spin: 0.0 kcal/mol
Multiplicity: 3
Gap between HOMO and LUMO (spin up / spin down): 0.1990 / 0.1153 Ha
LUMO level (spin up / spin down): -0.2463 / -0.3300 hartree
HOMO level (spin up / spin down): -12.12 / -12.12 eV
⟨S²⟩: 2.0390

Structure (XYZ):
```
80
Properties=species:S:1:pos:R:3:forces:R:3:mulliken_spin:R:1
W 0.109 -0.227 4.338 -2.812 1.669 5.042 0.14
C -0.938 1.645 4.154 -0.435 -0.384 -0.399 0.01
C -1.334 0.699 3.110 -0.927 0.595 -0.873 0.13
C -0.778 0.771 1.713 -1.136 0.746 -1.040 0.01
C 0.540 0.022 1.447 -0.088 -0.423 -0.712 -0.01
C 1.387 -0.158 2.662 2.422 -0.281 -1.040 0.33
C 1.693 0.943 3.577 0.295 -0.160 -0.652 -0.10
C 1.324 2.374 3.286 0.234 1.362 -0.259 0.03
C -0.048 2.809 3.851 0.246 1.033 -0.142 -0.01
C 1.648 -1.126 5.450 1.169 -0.800 -0.279 0.12
H -1.675 1.841 4.932 0.126 -0.269 -0.240 0.01
H -2.333 0.255 3.201 0.261 0.115 0.065 0.00
H -0.688 1.823 1.380 0.044 -0.370 0.336 0.01
H -1.541 0.340 1.045 0.281 0.085 0.333 0.01
H 0.314 -0.952 0.984 0.105 0.108 0.379 0.01
H 1.081 0.553 0.645 0.085 0.083 0.362 0.05
H 2.071 -1.008 2.646 0.061 0.233 -0.056 -0.01
H 2.630 0.851 4.127 -0.322 -0.222 -0.117 0.00
H 1.383 2.611 2.209 -0.027 -0.335 0.306 0.00
H 2.083 3.030 3.752 -0.234 -0.424 -0.271 0.00
H 0.102 3.432 4.755 -0.113 -0.573 -0.290 0.00
H -0.546 3.508 3.147 0.164 -0.422 0.212 0.00
H 1.504 -0.918 6.517 0.139 0.080 -0.289 0.00
H 2.675 -0.915 5.138 -0.076 -0.558 0.269 -0.01
H 1.397 -2.188 5.255 0.211 -0.028 0.244 0.00
P 1.662 -1.086 -3.182 1.875 0.732 -1.280 0.00
P -1.585 -0.667 -2.881 -2.508 1.492 -1.070 0.00
N 3.079 -0.060 -3.241 -0.174 0.277 0.429 0.00
N 2.426 -2.392 -4.231 -0.510 -1.115 0.084 -0.05
N -1.874 1.077 -2.711 0.943 0.065 0.317 0.00
N -3.240 -1.040 -3.400 0.177 -0.757 0.064 0.00
C 0.694 -0.270 -4.544 -0.291 -0.079 -0.043 0.00
C -0.800 -0.641 -4.565 0.082 -0.151 0.070 0.00
C 3.642 0.556 -2.107 0.391 0.214 -0.745 0.01
C 4.696 1.355 -2.516 -0.673 -0.665 -0.093 0.00
C 4.805 1.234 -3.941 -0.991 -0.784 0.199 0.01
C 3.795 0.382 -4.360 0.545 0.581 0.697 0.01
C 2.540 -3.731 -3.836 -0.391 2.297 -0.272 0.35
C 2.960 -4.498 -4.924 0.709 0.635 -2.573 0.18
C 3.142 -3.603 -6.024 0.077 -2.342 1.213 0.09
C 2.783 -2.338 -5.577 -0.454 0.299 1.402 0.35
C -1.605 1.738 -1.506 0.031 0.682 -0.747 0.00
C -1.642 3.109 -1.719 -0.094 -1.012 -0.030 0.00
C -1.956 3.309 -3.100 0.046 -0.971 -0.123 0.00
C -2.074 2.058 -3.684 0.311 0.556 0.521 0.00
C -4.090 -0.321 -4.249 -0.511 -0.863 -0.109 0.00
C -5.187 -1.108 -4.572 1.214 0.081 0.715 0.00
C -5.015 -2.370 -3.904 1.004 0.558 0.281 0.00
C -3.817 -2.308 -3.204 -0.683 0.561 -0.689 0.00
H 1.118 -0.528 -5.524 -0.069 0.315 0.306 0.00
H 0.823 0.815 -4.407 -0.022 -0.284 0.100 0.00
H -1.342 0.058 -5.216 0.154 -0.321 0.149 0.00
H -0.952 -1.649 -4.986 0.019 0.211 0.162 0.00
H 3.214 0.364 -1.130 0.188 0.046 -0.170 0.00
H 5.335 1.955 -1.881 -0.149 -0.129 -0.036 0.00
H 5.541 1.697 -4.582 -0.127 0.008 0.078 0.00
H 3.518 0.091 -5.358 0.110 0.190 0.125 -0.01
H 2.306 -4.015 -2.822 -0.012 -0.049 0.000 0.01
H 3.109 -5.569 -4.945 0.051 0.143 0.105 0.00
H 3.493 -3.839 -7.023 -0.128 -0.022 0.263 0.00
H 2.735 -1.422 -6.146 0.025 -0.210 0.051 0.06
H -1.406 1.157 -0.622 -0.043 0.142 -0.199 0.00
H -1.463 3.878 -0.977 -0.111 -0.163 -0.120 0.00
H -2.085 4.257 -3.607 0.022 -0.189 0.080 0.00
H -2.275 1.799 -4.715 0.064 0.182 0.253 0.00
H -3.861 0.686 -4.545 -0.153 -0.105 0.073 0.00
H -6.011 -0.809 -5.202 0.071 -0.015 0.101 0.00
H -5.697 -3.206 -3.943 0.110 0.031 0.077 0.00
H -3.314 -3.033 -2.584 -0.091 -0.019 0.021 0.00
C -2.172 -0.052 8.771 -0.073 -0.209 -0.390 -0.01
C -2.537 -1.045 7.853 -0.054 -0.035 0.033 0.02
C -1.918 -1.117 6.594 0.221 0.402 0.156 -0.03
C -0.945 -0.159 6.266 0.170 -0.964 -0.067 0.26
C -0.570 0.839 7.181 -0.347 -0.313 0.064 0.00
C -1.198 0.893 8.432 0.348 0.106 -0.356 0.02
H -2.651 -0.010 9.752 0.144 -0.022 -0.386 0.00
H -3.312 -1.773 8.115 0.332 0.266 -0.080 0.00
H -2.172 -1.898 5.869 -0.102 0.198 0.421 0.01
H 0.213 1.553 6.909 -0.262 -0.041 0.237 0.01
H -0.921 1.684 9.132 -0.085 -0.304 -0.161 0.00
```
Positions in Å, forces in eV/Å.


Entry 2:
Density functional theory data (the ωB97M-V functional and the def2-TZVPD basis) for C33H41AsEuIN6O8P as an isolated structure at a distorted geometry.

Computed properties:
Charge: +1
Energy above the lowest of the compared OMol25 structures with the same formula, charge and spin: 6.9 kcal/mol
Multiplicity: 7
Gap between HOMO and LUMO (spin up / spin down): 0.2729 / 0.2733 Ha
LUMO level (spin up / spin down): -0.0993 / -0.0995 hartree
HOMO level (spin up / spin down): -10.13 / -10.15 eV
⟨S²⟩: 12.0086

Structure (XYZ):
```
92
Properties=species:S:1:pos:R:3:forces:R:3:mulliken_spin:R:1
Eu 0.395 0.521 -0.398 1.105 -0.626 1.176 6.09
C -1.823 -0.622 -4.085 0.211 0.026 0.066 0.00
C -0.565 -1.395 -3.849 0.025 0.407 0.379 0.00
N -0.479 -2.593 -4.357 -0.275 -0.019 -0.190 0.00
C 0.572 -3.361 -4.064 0.462 -0.134 0.242 0.00
C 1.615 -2.940 -3.275 -0.119 0.042 0.085 0.00
C 2.616 -3.927 -2.737 0.080 -0.007 -0.445 0.00
O 2.539 -3.974 -1.319 0.095 -0.045 0.362 0.00
C 1.604 -1.616 -2.766 -1.438 0.116 -0.573 0.01
C 2.739 -1.116 -2.068 0.614 0.759 0.593 -0.01
N 2.737 -0.151 -1.195 -0.448 -0.885 -0.714 -0.01
C 3.938 0.213 -0.588 0.950 0.345 0.424 0.00
C 5.028 -0.658 -0.418 -0.274 0.115 -0.117 0.00
C 6.177 -0.264 0.239 0.024 0.038 -0.017 0.00
C 6.288 1.017 0.751 -0.036 0.037 0.015 0.00
C 5.231 1.900 0.612 -0.095 -0.021 -0.045 0.00
C 4.082 1.492 -0.040 -0.684 0.311 -0.174 0.00
I 2.451 2.874 -0.218 1.106 -0.154 0.077 0.00
C 0.440 -0.812 -2.997 0.965 -1.801 -1.037 -0.01
O 0.299 0.369 -2.524 -0.522 0.636 -0.778 -0.01
H -2.394 -1.082 -4.885 -0.032 -0.014 -0.019 0.00
H -1.576 0.410 -4.329 -0.187 0.113 0.028 0.00
H -2.415 -0.640 -3.161 -0.001 0.111 -0.165 0.00
H 0.540 -4.363 -4.470 0.105 -0.147 0.054 0.00
H 3.647 -3.648 -2.974 -0.051 -0.089 -0.002 0.00
H 2.422 -4.918 -3.163 0.106 0.135 -0.024 0.00
H 1.637 -4.239 -1.089 -0.139 -0.103 -0.048 0.00
H 3.689 -1.579 -2.350 -0.048 0.074 0.101 0.00
H 4.973 -1.668 -0.794 -0.044 -0.121 -0.037 0.00
H 6.988 -0.968 0.349 0.073 -0.037 0.009 0.00
H 7.186 1.329 1.260 0.103 0.042 0.071 0.00
H 5.290 2.899 1.011 0.053 0.117 0.054 0.00
O -1.307 4.125 -2.750 0.302 -0.111 -0.147 0.00
C -2.118 4.622 -1.803 -0.197 -0.025 0.403 0.00
C -2.888 5.738 -2.134 0.128 -0.098 -0.151 0.00
C -3.761 6.290 -1.226 0.103 -0.096 -0.007 0.00
C -3.886 5.740 0.045 -0.138 -0.005 0.135 0.00
C -3.129 4.646 0.394 0.016 0.046 -0.047 0.00
C -2.238 4.063 -0.514 0.116 0.074 -0.353 0.00
C -1.404 2.913 -0.119 -0.313 0.097 1.440 0.00
O -0.607 2.379 -0.973 -0.361 1.122 -0.490 -0.03
N -1.530 2.508 1.132 -0.272 0.751 -0.175 0.00
N -0.583 1.604 1.569 -0.251 0.235 0.696 -0.01
C -0.686 1.354 2.831 -0.152 0.422 -0.770 0.00
C 0.227 0.567 3.621 0.548 -0.406 0.100 0.00
C -0.073 0.420 4.985 0.112 -0.004 -0.287 0.00
C 0.739 -0.296 5.835 0.032 -0.033 0.107 0.00
C 1.909 -0.860 5.347 -0.186 0.059 -0.067 0.00
C 2.238 -0.719 4.011 0.103 -0.061 -0.130 0.00
C 1.404 -0.034 3.131 -0.178 0.216 -0.063 0.00
O 1.723 0.037 1.800 0.016 -0.004 0.677 0.00
H -0.759 3.411 -2.352 -0.245 0.153 -0.075 0.00
H -2.763 6.151 -3.121 -0.006 0.089 -0.171 0.00
H -4.336 7.161 -1.497 -0.075 0.083 -0.053 0.00
H -4.568 6.177 0.756 -0.064 0.048 0.116 0.00
H -3.192 4.226 1.386 0.004 0.003 0.068 0.00
H -1.509 1.816 3.382 0.065 0.072 -0.150 0.00
H -0.967 0.890 5.365 -0.138 0.065 0.046 0.00
H 0.476 -0.403 6.874 -0.030 0.008 0.149 0.00
H 2.562 -1.409 6.007 0.094 -0.030 0.035 0.00
H 3.158 -1.145 3.639 0.065 0.015 -0.065 0.00
N -2.073 -2.492 1.353 -0.338 0.185 -0.679 0.00
C -0.858 -2.528 2.186 0.990 -0.177 -0.327 0.00
P 0.393 -2.903 0.797 -0.086 0.009 1.513 0.00
O -0.264 -4.026 0.076 0.088 -0.467 -0.071 0.00
O 0.547 -1.619 0.028 0.150 -1.035 0.231 -0.02
C 1.984 -3.330 1.652 -0.481 -0.059 -0.421 0.00
N 2.966 -2.315 1.287 0.266 0.132 -0.074 0.00
H -1.890 -3.262 0.662 -0.536 0.083 0.158 0.00
H -2.062 -1.571 0.775 -0.175 -0.390 0.243 0.00
H -2.955 -2.616 1.853 0.229 -0.019 -0.118 0.00
H -0.904 -3.355 2.892 -0.030 -0.028 -0.052 0.00
H -0.710 -1.591 2.723 -0.015 -0.039 -0.152 0.00
H 2.270 -4.339 1.334 -0.072 0.038 0.049 0.00
H 1.846 -3.331 2.735 -0.169 -0.028 -0.023 0.00
H 2.328 -0.754 1.612 0.005 0.028 -0.134 0.00
H 3.026 -2.325 0.272 0.207 -0.014 0.007 0.00
H 3.884 -2.565 1.648 -0.090 0.065 -0.086 0.00
C -4.294 1.148 0.962 0.261 -0.067 -0.295 0.00
As -3.374 0.378 -0.581 -2.041 -0.185 0.054 0.00
C -4.477 -1.193 -1.020 0.349 0.354 0.026 0.00
C -3.487 1.584 -2.108 0.117 -0.083 0.120 0.00
O -1.903 -0.264 -0.119 0.497 -0.050 -0.085 0.00
H -5.230 1.595 0.633 -0.062 -0.036 -0.070 0.00
H -3.651 1.908 1.404 -0.023 -0.067 -0.077 0.00
H -4.502 0.363 1.693 0.046 -0.017 -0.169 0.00
H -4.863 -1.647 -0.107 0.059 0.104 0.024 0.00
H -3.870 -1.925 -1.555 0.010 0.114 -0.034 0.00
H -5.321 -0.902 -1.642 -0.009 0.042 -0.014 0.00
H -4.106 1.112 -2.873 0.083 -0.097 0.139 0.00
H -2.497 1.787 -2.515 -0.093 -0.064 0.109 0.00
H -3.955 2.517 -1.789 0.082 -0.137 0.086 0.00
```
Positions in Å, forces in eV/Å.